70
Properties=species:S:1:pos:R:3 method="wB97M-V/def2-TZVPD" e_above_lowest_kcal_mol=0.00 multiplicity=1 homo_energy_ev=-11.254 orbital_gap_ev=7.38 total_charge=+1 total_energy_ev=-85104.024
Hg -0.249 -0.089 -0.097
O -2.197 3.117 1.648
C -1.562 2.075 1.075
O -2.195 1.371 0.230
O -0.368 1.874 1.398
H -3.117 3.029 1.368
C -3.054 -1.395 3.621
S -1.290 -1.474 3.322
O -1.136 -1.273 1.855
C -0.886 0.064 4.125
H -3.409 -0.448 3.209
H -3.284 -1.467 4.681
H -3.506 -2.204 3.050
H -1.109 -0.061 5.189
H -1.411 0.915 3.698
H 0.187 0.210 4.032
C -0.329 -4.046 0.275
S 1.286 -3.391 -0.124
O 1.070 -1.949 -0.415
C 1.431 -4.133 -1.743
H -0.279 -5.055 0.677
H -0.956 -3.969 -0.613
H -0.746 -3.360 1.015
H 2.396 -3.834 -2.154
H 0.639 -3.692 -2.348
H 1.413 -5.221 -1.726
C -3.934 -0.230 -2.147
S -3.249 -1.834 -1.688
O -2.084 -1.565 -0.797
C -4.616 -2.246 -0.555
H -4.641 -0.431 -2.951
H -3.131 0.410 -2.510
H -4.362 0.256 -1.273
H -4.600 -3.291 -0.263
H -5.529 -1.988 -1.088
H -4.422 -1.600 0.300
C 3.519 2.454 -2.252
S 1.990 2.307 -1.333
O 2.000 0.928 -0.755
C 2.379 3.403 0.012
H 3.368 2.500 -3.325
H 4.081 1.543 -2.025
H 4.101 3.288 -1.867
H 1.438 3.558 0.547
H 2.707 4.381 -0.342
H 3.101 2.952 0.691
C -0.273 0.265 -3.617
O -0.390 0.112 -2.409
N -0.496 1.417 -4.254
C -0.244 1.570 -5.666
C -0.873 2.623 -3.529
H -0.013 -0.553 -4.303
H -1.098 1.998 -6.189
H -0.021 0.605 -6.125
H 0.629 2.205 -5.843
H -1.717 3.072 -4.058
H -1.238 2.352 -2.540
H -0.038 3.317 -3.477
C 2.277 0.392 2.366
O 1.537 -0.418 1.841
N 3.277 0.092 3.211
C 4.005 1.128 3.914
C 3.577 -1.275 3.549
H 2.181 1.467 2.150
H 4.015 0.878 4.979
H 3.468 2.067 3.805
H 5.043 1.199 3.588
H 4.649 -1.464 3.493
H 3.266 -1.490 4.581
H 3.023 -1.948 2.903

=====

76
Properties=species:S:1:pos:R:3 method="wB97M-V/def2-TZVPD" multiplicity=1 homo_energy_ev=-5.072 orbital_gap_ev=1.88 total_charge=0 total_energy_ev=-259116.145
C 0.540 1.749 -3.092
C -0.233 0.517 -2.419
C 0.224 0.285 -0.865
C -0.237 -0.818 -3.285
C -0.819 -0.601 -4.773
C 1.160 -1.589 -3.341
O 2.300 -0.799 -2.925
P 3.768 -1.283 -3.662
P 3.989 0.626 -4.772
N 5.277 1.452 -4.227
P 3.815 -3.229 -2.635
O 5.229 -3.865 -2.779
H 0.200 1.880 -4.165
H 1.661 1.711 -2.954
H 0.189 2.679 -2.521
H -1.331 0.854 -2.348
H -0.029 1.241 -0.238
H -0.507 -0.545 -0.456
H 1.337 0.015 -0.758
H -0.992 -1.524 -2.784
H -0.785 -1.628 -5.281
H -0.236 0.161 -5.367
H -1.918 -0.356 -4.642
H 1.030 -2.572 -2.788
H 1.345 -1.876 -4.440
H 3.707 -1.969 -4.922
H 5.094 -1.034 -3.116
H 4.252 0.361 -6.165
H 2.798 1.422 -4.697
H 5.941 1.543 -5.017
H 3.467 -3.089 -1.243
H 2.902 -4.178 -3.243
Cs -1.323 -1.047 0.925
O -0.601 1.647 -7.366
H -1.452 1.528 -6.918
H -0.448 0.810 -7.826
O -6.365 -1.388 0.730
H -7.062 -0.747 0.909
H -6.791 -2.242 0.870
C 3.981 0.351 5.735
C 2.798 1.265 5.966
C 2.139 1.080 7.302
O 0.793 1.465 7.035
C 0.576 1.233 5.713
O -0.499 1.263 5.186
O 1.736 0.961 5.063
H 3.669 -0.697 5.718
H 4.433 0.557 4.762
H 4.741 0.483 6.508
H 3.091 2.308 5.805
H 2.577 1.716 8.073
H 2.144 0.043 7.651
Br 2.974 0.232 0.913
Na 1.236 1.946 -8.412
C -2.835 -3.791 6.174
C -2.910 -4.905 5.163
O -3.493 -4.760 4.106
C -2.235 -6.204 5.513
H -3.363 -2.917 5.790
H -3.308 -4.103 7.108
H -1.792 -3.520 6.352
H -2.681 -6.624 6.417
H -1.166 -6.040 5.662
H -2.370 -6.914 4.695
C -2.975 4.025 4.652
O -2.550 4.021 6.006
H -3.645 4.871 4.495
H -2.107 4.123 3.995
H -3.508 3.095 4.431
H -1.960 3.264 6.116
C -3.212 4.537 -6.103
Cl -4.470 5.749 -5.736
Cl -3.176 4.219 -7.861
Cl -1.611 5.136 -5.574
Cl -3.586 3.024 -5.241
Br -6.529 5.407 -4.581

=====

88
Properties=species:S:1:pos:R:3 method="wB97M-V/def2-TZVPD" multiplicity=1 homo_energy_ev=-8.124 orbital_gap_ev=0.92 total_charge=+1 total_energy_ev=-234303.562
C 2.962 -1.176 3.033
Si 2.470 -3.035 2.841
C 4.053 -3.962 2.149
C 1.842 -3.813 4.504
S 0.946 -3.320 1.275
P 0.262 -1.395 0.607
O -0.521 -1.737 -0.950
Br -1.239 -0.465 2.069
P -0.588 -4.449 2.259
O -2.158 -3.704 2.151
I -0.786 -6.548 0.906
H 3.051 -0.900 4.188
H 4.048 -1.047 2.593
H 2.198 -0.424 2.529
H 3.846 -5.102 1.973
H 4.258 -3.492 1.075
H 5.003 -3.745 2.822
H 1.607 -4.963 4.438
H 2.674 -3.613 5.330
H 0.840 -3.233 4.772
H 0.114 -2.361 -1.450
H -2.356 -3.325 3.061
C 3.345 2.447 1.193
C 3.303 2.368 -0.294
O 4.483 1.670 -0.620
C 4.728 0.867 0.453
O 5.498 -0.079 0.438
O 4.000 1.246 1.547
F 3.370 3.600 -0.846
H 3.930 3.299 1.556
H 2.346 2.494 1.636
H 2.435 1.829 -0.691
Cl 4.944 -1.382 3.925
C 0.641 -2.337 -5.308
N 1.560 -2.396 -4.139
O 2.664 -1.852 -4.259
O 1.147 -2.986 -3.134
H 1.133 -1.792 -6.116
H 0.428 -3.365 -5.611
H -0.266 -1.820 -4.989
O -8.091 0.192 3.736
P -7.392 -0.695 2.678
N -6.183 0.469 2.437
C -5.839 1.191 1.232
C -5.271 0.748 3.540
N -8.644 -0.471 1.515
C -8.491 0.098 0.186
C -9.985 -0.143 2.012
N -6.588 -1.716 1.460
C -7.309 -3.001 1.301
C -5.190 -2.090 1.739
H -5.708 0.529 0.373
H -4.889 1.732 1.316
H -6.597 1.944 1.000
H -4.463 0.012 3.570
H -5.785 0.709 4.506
H -4.822 1.745 3.476
H -8.477 1.191 0.212
H -9.324 -0.203 -0.461
H -7.601 -0.262 -0.333
H -10.059 0.917 2.280
H -10.237 -0.749 2.888
H -10.757 -0.359 1.264
H -7.296 -3.576 2.235
H -6.860 -3.606 0.505
H -8.355 -2.860 1.014
H -5.082 -2.501 2.749
H -4.508 -1.244 1.630
H -4.827 -2.834 1.021
Mg 5.543 3.175 -2.052
C 9.594 3.604 -6.727
F 10.119 2.415 -6.289
F 10.656 4.325 -7.210
F 8.828 3.292 -7.822
S 8.638 4.512 -5.402
O 9.603 4.761 -4.322
O 7.553 3.602 -5.008
O 8.154 5.744 -6.039
F 3.143 -2.253 5.852
O -4.259 -4.071 4.668
H -5.055 -3.571 4.680
Ca -10.957 2.501 2.482
C 10.116 8.713 -7.744
O 10.786 7.928 -6.775
H 10.851 9.313 -8.285
H 9.594 8.059 -8.447
H 9.402 9.375 -7.247
H 10.109 7.407 -6.311